[1]
{"formula": "C3H3O3S", "method": "ωB97M-V/def2-TZVPD", "species": ["C", "C", "C", "O", "O", "O", "S", "H", "H", "H"], "xyz": [[-1.675, 1.006, 0.067], [0.123, -0.273, -0.393], [1.370, 0.323, -0.040], [1.426, 1.581, 0.059], [2.519, -0.418, -0.052], [-2.743, 0.470, 0.242], [-0.197, -1.906, 0.229], [-1.462, 2.178, 0.051], [-1.410, -1.706, -0.365], [2.049, -1.257, 0.202]], "e_lumo_ev": [3.489, 3.489], "orbital_gap_ev": [5.937, 5.936], "homo_energy_ha": [-0.08996, -0.08992], "relative_energy_kcal_mol": 89.3, "max_force_ha_per_bohr": 0.096, "spin_multiplicity": 1, "charge": -1}



[2]
{"formula": "C46H92F18N9O18S6", "method": "ωB97M-V/def2-TZVPD", "species": ["C", "C", "C", "C", "C", "C", "N", "O", "C", "C", "C", "H", "H", "H", "H", "H", "H", "H", "H", "H", "H", "H", "H", "H", "H", "H", "H", "H", "H", "C", "C", "C", "C", "C", "C", "N", "O", "C", "C", "C", "H", "H", "H", "H", "H", "H", "H", "H", "H", "H", "H", "H", "H", "H", "H", "H", "H", "H", "C", "C", "C", "C", "C", "C", "N", "O", "C", "C", "C", "H", "H", "H", "H", "H", "H", "H", "H", "H", "H", "H", "H", "H", "H", "H", "H", "H", "H", "C", "N", "C", "C", "C", "C", "O", "H", "H", "H", "H", "H", "H", "H", "H", "H", "H", "H", "H", "H", "H", "C", "C", "C", "O", "C", "N", "H", "H", "H", "H", "H", "H", "H", "H", "H", "H", "H", "H", "C", "C", "C", "O", "C", "N", "H", "H", "H", "H", "H", "H", "H", "H", "H", "H", "H", "H", "C", "F", "F", "F", "S", "O", "O", "N", "S", "O", "O", "C", "F", "F", "F", "C", "F", "F", "F", "S", "O", "O", "N", "S", "O", "O", "C", "F", "F", "F", "C", "F", "F", "F", "S", "O", "O", "N", "S", "O", "O", "C", "F", "F", "F"], "xyz": [[4.523, 24.274, 21.309], [4.516, 23.162, 22.474], [3.922, 21.834, 21.965], [4.743, 21.172, 20.820], [6.067, 20.682, 21.457], [6.870, 21.750, 22.284], [5.989, 22.788, 22.972], [6.432, 23.421, 24.166], [7.711, 22.424, 21.354], [7.681, 20.967, 23.353], [3.662, 23.771, 23.620], [4.641, 25.300, 21.658], [3.498, 24.328, 20.943], [5.220, 24.097, 20.490], [2.887, 22.017, 21.674], [3.793, 21.107, 22.767], [4.863, 21.890, 20.010], [4.283, 20.304, 20.348], [6.633, 20.191, 20.665], [5.810, 19.827, 22.082], [7.200, 23.098, 20.668], [8.301, 21.658, 20.852], [8.343, 23.132, 21.891], [8.285, 20.204, 22.862], [7.091, 20.460, 24.116], [8.376, 21.637, 23.859], [4.064, 24.688, 24.051], [3.552, 23.097, 24.470], [2.652, 23.997, 23.279], [0.739, 24.453, 27.264], [0.032, 23.585, 28.402], [-1.475, 23.364, 27.996], [-1.645, 22.228, 26.942], [-1.071, 20.880, 27.447], [0.495, 21.072, 27.605], [0.796, 22.248, 28.506], [1.999, 22.337, 29.120], [1.273, 21.202, 26.288], [0.985, 19.782, 28.303], [-0.100, 24.406, 29.708], [1.821, 24.346, 27.177], [0.627, 25.529, 27.396], [0.279, 24.108, 26.339], [-1.795, 24.240, 27.432], [-2.114, 23.223, 28.867], [-1.191, 22.529, 25.998], [-2.708, 22.056, 26.771], [-1.300, 19.999, 26.848], [-1.410, 20.631, 28.453], [2.332, 21.174, 26.544], [1.033, 22.029, 25.618], [1.185, 20.332, 25.637], [0.761, 18.859, 27.768], [0.600, 19.609, 29.308], [2.070, 19.879, 28.348], [0.867, 24.670, 30.136], [-0.764, 23.993, 30.468], [-0.662, 25.311, 29.476], [0.643, 22.680, 17.239], [-0.612, 23.219, 16.433], [-1.704, 23.715, 17.420], [-1.415, 25.019, 18.108], [-0.970, 26.230, 17.264], [0.052, 25.863, 16.143], [-0.307, 24.459, 15.573], [-0.027, 24.219, 14.228], [1.499, 25.714, 16.759], [-0.136, 26.961, 15.027], [-1.194, 22.081, 15.448], [1.506, 22.433, 16.619], [0.425, 21.820, 17.873], [1.155, 23.427, 17.845], [-1.934, 22.910, 18.118], [-2.630, 23.841, 16.859], [-0.636, 24.780, 18.831], [-2.355, 25.244, 18.613], [-0.598, 26.903, 18.037], [-1.853, 26.670, 16.801], [1.888, 26.733, 16.757], [2.229, 25.122, 16.208], [1.676, 25.572, 17.826], [-0.413, 27.954, 15.383], [-1.033, 26.663, 14.485], [0.733, 27.061, 14.377], [-1.657, 21.287, 16.035], [-0.503, 21.607, 14.752], [-2.052, 22.510, 14.930], [-4.222, 19.289, 26.991], [-5.222, 18.269, 27.664], [-6.632, 18.951, 27.723], [-5.268, 17.127, 26.625], [-4.879, 17.725, 29.096], [-3.439, 17.074, 29.223], [-2.454, 17.872, 28.677], [-4.711, 19.846, 26.192], [-3.346, 18.711, 26.694], [-3.916, 19.969, 27.786], [-7.231, 18.122, 28.100], [-6.776, 19.227, 26.678], [-6.603, 19.720, 28.495], [-4.256, 16.854, 26.326], [-5.724, 17.508, 25.712], [-5.770, 16.263, 27.061], [-5.639, 16.966, 29.283], [-5.107, 18.554, 29.767], [-3.489, 16.209, 28.562], [-3.185, 16.784, 30.243], [-1.976, 18.218, 29.434], [-0.708, 17.455, 19.914], [-0.007, 16.851, 21.206], [1.354, 16.073, 21.052], [2.279, 16.922, 20.397], [3.423, 16.412, 19.779], [0.271, 17.953, 22.210], [1.101, 18.478, 21.971], [-0.504, 18.574, 22.393], [0.536, 17.487, 23.066], [-1.652, 17.955, 20.134], [-0.926, 16.802, 19.069], [-0.076, 18.230, 19.481], [-0.733, 16.192, 21.681], [1.273, 15.181, 20.430], [1.875, 15.624, 21.898], [4.028, 15.723, 20.369], [4.046, 17.208, 19.372], [3.198, 15.835, 18.882], [-5.819, 16.155, 16.652], [-4.384, 16.552, 16.295], [-3.783, 17.681, 17.058], [-4.511, 18.821, 16.812], [-4.016, 19.998, 17.497], [-3.505, 15.297, 16.129], [-3.912, 14.600, 15.522], [-2.541, 15.555, 15.977], [-3.602, 14.838, 17.023], [-5.783, 15.827, 17.690], [-6.093, 15.345, 15.976], [-6.608, 16.890, 16.493], [-4.392, 16.890, 15.259], [-2.766, 17.936, 16.758], [-3.826, 17.268, 18.066], [-4.354, 20.802, 16.842], [-2.929, 20.073, 17.452], [-4.402, 20.197, 18.496], [-5.863, 15.724, 21.463], [-5.982, 15.810, 22.810], [-6.925, 15.306, 20.772], [-5.498, 16.920, 21.032], [-4.356, 14.565, 21.003], [-3.959, 15.174, 19.698], [-3.348, 14.707, 22.087], [-5.006, 12.916, 21.024], [-4.699, 12.525, 19.588], [-5.508, 13.174, 18.580], [-3.291, 12.348, 19.212], [-5.473, 10.767, 19.671], [-6.697, 10.869, 20.143], [-5.371, 10.178, 18.471], [-4.707, 10.063, 20.536], [-0.492, 22.295, 20.799], [0.339, 23.295, 20.620], [-1.765, 22.638, 20.434], [-0.149, 21.369, 19.888], [-0.301, 21.531, 22.611], [1.033, 21.001, 22.739], [-0.620, 22.595, 23.544], [-1.468, 20.233, 22.441], [-2.700, 20.745, 23.083], [-2.780, 20.397, 24.484], [-3.219, 22.051, 22.654], [-3.954, 19.539, 22.299], [-5.192, 19.697, 22.883], [-4.076, 19.801, 20.944], [-3.539, 18.294, 22.488], [-10.636, 25.460, 19.554], [-11.761, 25.261, 20.255], [-10.781, 25.085, 18.231], [-10.430, 26.805, 19.516], [-9.148, 24.489, 20.280], [-8.804, 25.224, 21.495], [-9.676, 23.133, 20.465], [-7.954, 24.573, 19.084], [-6.637, 24.531, 19.873], [-6.165, 25.823, 20.257], [-6.589, 23.446, 20.881], [-5.380, 23.850, 18.546], [-5.875, 22.789, 17.750], [-5.046, 24.863, 17.730], [-4.272, 23.458, 19.235]], "e_lumo_ev": -10.474, "orbital_gap_ev": 1.217, "homo_energy_ha": -0.42961, "relative_energy_kcal_mol": 187.0, "max_force_ha_per_bohr": 0.193, "spin_multiplicity": 1, "charge": 3}



[3]
{"formula": "C5H4MnNO5", "method": "ωB97M-V/def2-TZVPD", "species": ["O", "C", "Mn", "C", "O", "C", "O", "C", "O", "C", "O", "H", "N", "H", "H", "H"], "xyz": [[3.695, -4.538, -0.642], [3.185, -3.673, -0.058], [0.420, 0.181, 0.173], [-0.027, 1.372, 1.540], [-0.567, 2.128, 2.225], [-0.240, 0.834, -1.359], [-0.854, 1.272, -2.219], [-0.852, -1.216, 0.389], [-1.812, -1.868, 0.429], [2.012, 1.014, -0.204], [2.977, 1.559, -0.528], [0.985, -0.925, -0.818], [-2.064, 0.915, 0.269], [-1.975, 1.920, 0.110], [-2.364, 0.628, 1.204], [-2.518, 0.396, -0.509]], "s_squared": 8.78, "e_lumo_ev": [-4.241, -7.201], "orbital_gap_ev": [6.811, 8.026], "homo_energy_ha": [-0.40615, -0.55956], "relative_energy_kcal_mol": 33.8, "max_force_ha_per_bohr": 0.178, "spin_multiplicity": 6, "charge": 1}